(a)
C36H32BF4O22 | ωB97M-V/def2-TZVPD

Last column: Löwdin charge in e.
Positions of all 95 atoms, in Å:
B 0.11 -0.22 -0.89  -1.3643
F 0.48 -1.26 -0.16  0.2001
F -1.06 0.32 -0.41  0.1281
F 1.02 0.86 -0.91  0.0794
F -0.21 -0.58 -2.22  0.0822
C 5.30 6.02 -0.43  0.0663
C 5.78 5.15 0.62  -0.1986
C 5.06 3.84 0.85  -0.3565
O 5.40 3.07 1.77  0.0562
C 3.86 3.66 0.04  0.0826
C 3.46 4.56 -1.08  -0.1023
C 4.15 5.84 -1.31  -0.3834
O 3.77 6.53 -2.23  0.1233
O 2.50 4.13 -2.02  0.1156
O 6.80 5.39 1.48  0.0214
H 5.77 7.04 -0.57  0.1371
H 3.32 2.66 0.35  0.1448
H 2.07 3.39 -1.75  0.0440
H 6.87 4.64 2.29  0.2260
C 5.28 -1.81 2.00  0.0801
C 3.91 -2.01 1.26  -0.0783
C 3.72 -3.35 0.57  -0.3729
O 2.76 -3.41 -0.22  0.0659
C 4.64 -4.40 0.78  0.0705
C 5.99 -4.12 1.42  -0.1517
C 6.39 -2.77 2.02  -0.4035
O 7.46 -2.59 2.56  0.0900
O 6.85 -5.13 1.36  0.0802
O 2.89 -1.07 1.09  0.0768
H 5.48 -0.71 2.54  0.1719
H 4.41 -5.42 0.24  0.1578
H 7.68 -5.07 1.89  0.1503
H 2.55 -1.36 0.24  0.0731
C -6.20 -2.28 -4.46  0.0924
C -5.90 -3.19 -3.27  -0.1575
C -4.57 -3.32 -2.75  -0.3477
O -4.33 -4.22 -1.91  0.0753
C -3.46 -2.45 -3.25  0.1308
C -3.87 -1.50 -4.38  -0.0496
C -5.22 -1.35 -4.95  -0.3865
O -5.41 -0.45 -5.81  0.0832
O -2.77 -0.67 -4.80  0.0630
O -6.91 -3.97 -2.85  0.1284
H -7.24 -2.06 -4.90  0.1473
H -2.68 -2.61 -2.67  0.0538
H -2.12 -0.92 -4.15  0.0818
H -6.43 -4.39 -2.17  0.0712
C -0.86 7.18 0.18  0.1143
C -1.04 7.18 -1.31  -0.1563
C -1.50 6.01 -1.95  -0.4306
O -1.67 5.99 -3.13  0.1358
C -1.80 4.85 -1.11  0.1251
C -1.51 4.85 0.36  -0.1234
C -1.16 6.07 1.08  -0.4113
O -1.11 6.18 2.27  0.1418
O -1.69 3.67 1.08  0.0436
O -0.82 8.36 -2.02  0.0359
H -0.43 7.99 0.72  0.1068
H -2.08 3.96 -1.49  0.0770
H -1.60 2.91 0.39  0.1546
H -1.27 8.25 -2.96  0.1716
C -2.29 -6.39 0.07  0.0811
C -1.75 -6.70 -1.29  -0.1515
C -0.65 -6.00 -1.84  -0.3904
O -0.07 -6.48 -2.82  0.0699
C -0.12 -4.84 -1.12  0.1305
C -0.81 -4.51 0.22  -0.0366
C -1.77 -5.39 0.91  -0.3651
O -2.26 -5.19 2.06  0.0784
O -0.30 -3.45 1.05  0.0554
O -2.20 -7.78 -2.05  0.0168
H -2.87 -7.15 0.50  0.0993
H 0.75 -4.48 -1.47  0.0589
H 0.14 -2.97 0.34  0.0538
H -1.48 -7.96 -2.85  0.1974
C -4.38 -0.69 3.57  -0.0280
C -4.23 -0.48 2.14  -0.4898
O -4.80 0.47 1.55  0.0166
C -3.20 -1.42 1.45  -0.0241
H -5.19 0.21 3.74  0.1551
H -3.42 -0.62 3.96  0.0536
H -4.87 -1.49 3.94  0.0397
H -2.15 -1.40 1.78  0.0668
H -3.19 -1.16 0.31  0.1041
H -3.64 -2.50 1.63  0.1121
C -0.47 1.05 3.74  -0.0053
C 0.89 1.85 3.85  -0.4011
O 1.44 2.02 4.99  -0.0042
C 1.60 2.24 2.58  -0.0252
H -0.46 0.37 2.96  0.0343
H -1.32 1.69 3.54  0.0802
H -0.85 0.41 4.47  0.0501
H 1.73 1.31 1.91  0.1072
H 2.58 2.60 3.00  0.0953
H 0.83 2.95 2.24  0.0821

Its HOMO energy is -7.17 eV. As for the spin multiplicity: 1. The calculation puts the frontier orbital gap at 6.66 eV. As for the net charge: -1.



(b)
C36H32BF4O22 | ωB97M-V/def2-TZVPD

Last column: Löwdin charge in e.
Positions of all 95 atoms, in Å:
B -15.89 7.94 -6.29  -1.2461
F -15.63 8.55 -5.10  0.1799
F -14.97 8.22 -7.26  0.1686
F -15.93 6.48 -6.08  0.0424
F -17.21 8.24 -6.69  0.1161
C -19.32 11.37 -11.42  0.1488
C -17.80 11.74 -11.52  -0.1215
C -16.80 11.13 -10.75  -0.4064
O -15.60 11.47 -10.77  0.0733
C -17.22 10.09 -9.83  0.0999
C -18.68 9.77 -9.59  -0.1376
C -19.78 10.17 -10.53  -0.3724
O -20.92 9.90 -10.49  0.1575
O -19.08 9.21 -8.44  0.0976
O -17.30 12.83 -12.31  0.0070
H -20.07 11.90 -11.98  0.0891
H -16.53 9.86 -9.08  0.0832
H -18.41 8.75 -7.93  0.0790
H -16.30 12.94 -12.23  0.1393
C -11.14 9.43 -10.16  0.1164
C -12.32 9.41 -9.30  -0.1446
C -12.78 10.61 -8.44  -0.3653
O -13.76 10.69 -7.73  0.1032
C -11.90 11.75 -8.45  0.1332
C -10.57 11.79 -9.38  -0.0948
C -10.23 10.69 -10.24  -0.3033
O -9.10 10.71 -10.82  0.0359
O -9.74 12.92 -9.47  0.0789
O -13.23 8.44 -9.24  0.0958
H -11.01 8.60 -10.65  0.0338
H -12.00 12.71 -7.89  0.1183
H -9.23 12.80 -10.21  0.0453
H -13.91 8.49 -8.53  0.0800
C -12.73 5.70 -1.09  0.0816
C -14.09 5.59 -0.45  -0.1234
C -15.28 5.84 -1.32  -0.4194
O -16.37 5.59 -0.81  0.0844
C -15.10 6.03 -2.69  0.0826
C -13.69 6.13 -3.40  -0.0746
C -12.51 6.08 -2.51  -0.3101
O -11.31 6.30 -2.98  0.0338
O -13.50 6.33 -4.74  0.1510
O -14.24 5.36 0.89  0.1609
H -11.72 5.72 -0.57  0.1314
H -16.15 6.00 -3.24  0.1383
H -14.31 6.34 -5.12  0.0029
H -15.09 5.43 0.91  -0.0093
C -19.49 5.72 -10.89  0.1107
C -18.26 6.21 -11.55  -0.0884
C -17.01 6.25 -10.85  -0.4153
O -15.90 6.54 -11.28  0.1002
C -16.98 5.80 -9.45  0.1252
C -18.32 5.40 -8.78  -0.1493
C -19.48 5.21 -9.55  -0.4121
O -20.48 4.77 -9.00  0.1324
O -18.40 5.58 -7.44  0.1078
O -18.26 6.57 -12.96  0.0951
H -20.41 5.71 -11.53  0.1440
H -16.02 5.84 -8.75  0.1615
H -17.68 5.57 -6.88  0.0452
H -17.45 6.90 -13.07  0.0040
C -12.33 10.70 -0.88  0.1320
C -11.54 11.27 -2.12  -0.1322
C -12.20 11.29 -3.44  -0.4689
O -11.68 11.80 -4.33  0.1602
C -13.41 10.54 -3.58  0.1218
C -14.27 9.91 -2.43  -0.1323
C -13.57 9.89 -1.15  -0.3328
O -14.10 9.23 -0.20  0.0496
O -15.40 9.16 -2.62  0.0208
O -10.49 12.07 -1.94  0.0979
H -11.82 10.76 0.03  0.0743
H -13.96 10.29 -4.43  0.0712
H -15.85 9.23 -3.58  0.1471
H -10.25 12.69 -2.63  0.1142
C -20.01 7.66 -5.06  0.0039
C -19.65 8.00 -3.63  -0.4817
O -20.09 8.90 -3.01  0.0833
C -18.52 7.16 -2.96  -0.0017
H -21.05 7.63 -5.29  0.0731
H -19.67 6.60 -5.07  0.0950
H -19.75 8.51 -5.62  0.0653
H -18.52 6.26 -3.43  0.0266
H -18.59 7.10 -1.90  0.0734
H -17.53 7.69 -3.08  0.0834
C -16.72 11.94 -6.44  -0.0009
C -17.18 12.81 -5.22  -0.3884
O -17.37 14.06 -5.44  -0.0131
C -17.37 12.14 -3.87  0.0007
H -16.81 10.82 -6.12  0.0871
H -15.65 12.18 -6.68  0.0924
H -17.39 11.87 -7.26  0.0476
H -18.15 11.61 -4.22  0.0462
H -17.29 12.80 -2.96  0.1190
H -16.52 11.52 -3.68  0.0441

Its HOMO energy is -6.92 eV. As for the spin multiplicity: 1. The calculation puts the frontier orbital gap at 6.46 eV. As for the net charge: -1.



(c)
C36H32BF4O22 | ωB97M-V/def2-TZVPD

Last column: Löwdin charge in e.
Positions of all 95 atoms, in Å:
B -14.94 11.83 0.02  -1.3014
F -14.23 12.81 0.75  0.1246
F -14.16 11.04 -0.67  0.2506
F -15.69 11.04 0.78  0.1981
F -15.98 12.47 -0.88  0.0236
C -18.82 17.60 -0.25  0.0923
C -17.42 18.04 0.05  -0.1280
C -16.28 17.07 0.10  -0.3468
O -15.09 17.44 0.25  0.0624
C -16.62 15.63 -0.01  0.0808
C -18.04 15.24 -0.29  -0.1114
C -19.16 16.19 -0.44  -0.4190
O -20.27 15.85 -0.74  0.1418
O -18.34 13.89 -0.51  0.0590
O -17.04 19.37 0.18  0.0675
H -19.71 18.33 -0.26  0.1423
H -15.76 14.90 0.10  0.1200
H -17.40 13.55 -0.57  0.0757
H -16.17 19.44 0.53  0.0836
C -9.50 13.68 1.54  0.1250
C -10.95 13.47 1.83  -0.1411
C -11.43 13.02 3.09  -0.4271
O -12.59 12.78 3.31  0.1267
C -10.42 12.74 4.14  0.1257
C -8.92 12.85 3.75  -0.1484
C -8.44 13.31 2.51  -0.3713
O -7.22 13.50 2.27  0.0786
O -7.96 12.92 4.71  0.1551
O -11.91 13.93 0.95  0.0906
H -8.93 14.02 0.67  0.1203
H -10.74 12.51 5.33  0.1812
H -7.36 13.20 4.22  -0.0555
H -12.73 13.46 1.14  0.0527
C -11.61 5.70 -1.25  0.0935
C -13.11 5.42 -1.51  -0.0976
C -14.11 6.51 -1.55  -0.4395
O -15.32 6.34 -1.66  0.0943
C -13.56 7.77 -1.47  0.0662
C -12.12 8.14 -1.24  -0.0388
C -11.09 7.03 -1.09  -0.4590
O -9.97 7.15 -0.89  0.1774
O -11.79 9.40 -0.76  0.1218
O -13.70 4.15 -1.56  0.0017
H -10.88 4.90 -1.08  0.1123
H -14.38 8.47 -1.57  0.1087
H -12.50 9.96 -0.72  0.0328
H -14.76 4.25 -1.74  0.1905
C -14.87 14.89 -6.16  0.1402
C -14.96 16.13 -5.16  -0.0900
C -15.11 16.03 -3.72  -0.4400
O -15.12 17.07 -3.10  0.1163
C -14.98 14.77 -3.12  0.1124
C -14.88 13.51 -4.02  -0.0312
C -14.91 13.56 -5.50  -0.3427
O -14.78 12.52 -6.20  0.0819
O -14.74 12.14 -3.55  0.0762
O -15.09 17.40 -5.69  0.0904
H -14.75 15.10 -7.14  0.0535
H -14.98 14.71 -2.02  0.1006
H -15.01 12.24 -2.67  0.0206
H -15.33 18.01 -5.04  0.0685
C -12.79 6.49 3.00  0.1076
C -11.67 7.44 3.14  -0.1778
C -11.90 8.82 2.84  -0.3698
O -11.03 9.71 2.88  0.0906
C -13.19 9.22 2.34  0.0932
C -14.30 8.27 2.09  -0.1832
C -14.12 6.87 2.55  -0.3182
O -15.17 6.15 2.63  0.0782
O -15.35 8.50 1.29  0.0673
O -10.41 7.06 3.49  0.0845
H -12.57 5.40 3.15  0.1376
H -13.30 10.17 2.10  0.0524
H -15.27 9.56 1.16  0.1370
H -9.93 7.61 4.12  0.1222
C -16.29 12.86 3.27  -0.0185
C -17.32 12.01 3.86  -0.5615
O -18.10 12.51 4.60  0.0786
C -17.53 10.60 3.35  -0.0079
H -16.25 13.09 2.15  0.0891
H -15.32 12.19 3.45  0.1208
H -16.10 13.67 4.00  0.0927
H -18.38 10.29 4.03  0.1058
H -16.64 10.07 3.36  0.0401
H -17.98 10.50 2.37  0.0915
C -17.97 11.23 -3.38  0.0125
C -17.52 9.74 -3.53  -0.3921
O -17.19 9.25 -4.66  0.0275
C -17.66 8.95 -2.30  -0.0286
H -17.34 11.84 -3.91  0.0371
H -17.86 11.55 -2.52  -0.0364
H -18.89 11.65 -3.81  0.1144
H -18.67 8.87 -1.73  0.1294
H -16.91 9.08 -1.67  0.0048
H -17.63 7.81 -2.67  0.1294

Its HOMO energy is -7.10 eV. As for the spin multiplicity: 1. The calculation puts the frontier orbital gap at 6.70 eV. As for the net charge: -1.



Here is how they stack up, most stable first: (a), (c), (b).